Entry 1:
Below is a cluster of 14 separate species, C41H82Br12F6N7O10S2 in total at a distorted geometry, with properties calculated with ωB97M-V/def2-TZVPD.

Structure (ORCA input):
```
! wB97M-V def2-TZVPD RIJCOSX def2/J DEFGRID3
* xyz -1 1
C 1.752 -3.907 8.595
C 1.174 -2.745 7.848
N 2.112 -1.892 7.048
C 3.156 -1.405 7.945
C 2.708 -2.782 6.000
C 3.597 -2.048 5.027
C 1.418 -0.723 6.465
C 0.365 -1.106 5.470
O -0.776 -1.557 6.152
C -1.783 -2.026 5.268
H 2.563 -3.654 9.280
H 2.068 -4.759 8.009
H 0.966 -4.135 9.318
H 0.643 -2.070 8.517
H 0.415 -3.078 7.149
H 3.896 -2.165 8.175
H 2.739 -0.945 8.837
H 3.720 -0.612 7.439
H 1.868 -3.240 5.483
H 3.159 -3.559 6.610
H 4.073 -2.817 4.415
H 4.364 -1.483 5.556
H 2.983 -1.403 4.400
H 2.197 -0.127 5.989
H 1.004 -0.137 7.285
H 0.745 -1.854 4.771
H 0.109 -0.231 4.863
H -2.681 -2.196 5.855
H -1.472 -3.002 4.867
H -1.982 -1.321 4.455
C 5.280 2.536 5.861
C 5.753 1.097 5.682
O 4.847 0.194 5.605
O 6.987 0.904 5.630
H 5.089 2.910 6.869
H 4.283 2.594 5.390
H 5.831 3.292 5.299
C 4.141 -10.894 7.741
F 4.586 -11.594 6.754
F 3.078 -11.491 8.229
F 5.039 -10.829 8.674
S 3.645 -9.132 7.162
O 4.003 -9.110 5.773
O 2.242 -8.910 7.407
N 4.599 -8.064 8.050
S 3.804 -7.938 9.442
O 2.972 -6.760 9.491
O 3.201 -9.115 10.009
C 5.201 -7.610 10.616
F 5.781 -6.445 10.434
F 4.694 -7.679 11.868
F 6.124 -8.568 10.553
C -1.151 -0.730 0.756
O -0.161 -1.150 1.333
N -1.305 0.540 0.342
C -2.487 0.943 -0.377
C -0.301 1.551 0.466
H -2.021 -1.355 0.497
H -2.298 0.975 -1.455
H -2.733 1.964 -0.079
H -3.323 0.277 -0.184
H 0.072 1.839 -0.524
H -0.659 2.422 1.015
H 0.597 1.161 0.949
C 4.560 -4.200 13.479
O 5.756 -4.102 13.550
N 3.795 -3.859 12.425
C 2.394 -4.128 12.370
C 4.392 -3.211 11.275
H 3.986 -4.654 14.307
H 1.780 -3.308 12.776
H 2.061 -4.957 13.001
H 2.049 -4.389 11.374
H 3.715 -2.406 10.962
H 5.388 -2.835 11.459
H 4.416 -3.902 10.423
C 3.065 1.771 3.596
O 1.860 1.895 3.761
N 3.732 2.324 2.584
C 5.179 2.168 2.523
C 3.072 2.969 1.462
H 3.665 1.107 4.235
H 5.630 2.961 1.921
H 5.487 1.299 1.922
H 5.625 2.070 3.505
H 3.456 3.969 1.265
H 3.281 2.323 0.596
H 2.000 3.000 1.620
C -1.546 -0.098 9.477
C -0.836 -0.589 10.725
C -1.290 -2.000 11.142
C -1.583 -2.904 10.020
N -1.801 -3.588 9.132
H -1.248 -0.666 8.589
H -1.245 0.910 9.181
H -2.618 -0.169 9.651
H -1.094 0.046 11.576
H 0.246 -0.505 10.617
H -2.201 -1.978 11.746
H -0.516 -2.490 11.740
C -0.308 -6.073 6.938
C -0.785 -7.507 6.988
C -0.528 -8.283 5.701
C -1.458 -7.989 4.612
N -2.172 -7.689 3.810
H -0.946 -5.451 6.302
H 0.727 -6.005 6.601
H -0.377 -5.641 7.936
H -1.845 -7.548 7.255
H -0.308 -8.111 7.761
H -0.641 -9.360 5.895
H 0.500 -8.271 5.327
Br -6.726 -7.179 2.607
C -5.085 -6.551 3.527
C -5.447 -5.245 4.197
Br -3.869 -4.679 5.176
H -4.318 -6.508 2.767
H -4.822 -7.306 4.260
H -6.286 -5.372 4.870
H -5.742 -4.527 3.436
Br 2.815 5.327 5.999
C 2.140 3.696 6.840
C 2.446 3.724 8.313
Br 2.386 1.921 9.033
H 2.705 2.917 6.342
H 1.090 3.631 6.588
H 1.712 4.308 8.860
H 3.417 4.153 8.534
Br -1.178 2.029 6.251
C -0.849 2.568 4.383
C -1.392 3.960 4.226
Br -1.519 4.521 2.342
H -1.434 1.848 3.809
H 0.196 2.412 4.125
H -0.724 4.647 4.737
H -2.402 4.054 4.602
Br 7.062 -3.861 3.216
C 7.549 -2.125 3.963
C 6.899 -0.967 3.245
Br 7.313 -1.057 1.322
H 8.633 -2.168 3.982
H 7.252 -2.132 5.012
H 7.293 -0.048 3.677
H 5.832 -1.019 3.437
Br -5.920 4.380 1.649
C -4.827 2.863 2.247
C -5.630 1.628 2.514
Br -4.415 0.123 2.706
H -4.276 3.235 3.100
H -4.144 2.644 1.437
H -6.254 1.404 1.655
H -6.312 1.744 3.350
Br -1.992 -5.128 1.408
C -0.157 -5.496 1.918
C 0.164 -4.996 3.293
Br 2.002 -5.546 3.704
H 0.502 -5.082 1.162
H -0.010 -6.573 1.885
H -0.460 -5.443 4.058
H 0.110 -3.912 3.364
*
```

Computed properties:
Total energy = -35030.90556 Ha
LUMO energy = 0.04538 Eh

Löwdin population analysis, charges in e, atoms 1 to 99: -0.066, -0.170, -0.261, -0.026, -0.174, -0.050, -0.104, -0.221, -0.227, -0.114, 0.045, 0.069, 0.073, 0.110, 0.115, 0.117, 0.066, 0.083, 0.075, 0.130, 0.074, 0.045, 0.086, 0.123, 0.094, 0.117, 0.104, 0.046, 0.048, 0.074, -0.038, -0.703, -0.145, -0.035, 0.072, 0.017, 0.081, -0.749, 0.177, 0.149, 0.159, 0.620, -0.311, -0.326, -0.282, 0.551, -0.315, -0.297, -0.687, 0.148, 0.105, 0.129, -0.350, 0.001, -0.193, -0.080, -0.068, 0.129, 0.093, 0.071, 0.060, 0.100, -0.002, 0.080, -0.363, 0.026, -0.178, -0.069, -0.039, 0.136, 0.081, 0.094, 0.068, 0.078, 0.091, 0.085, -0.324, -0.037, -0.150, -0.023, -0.028, 0.109, 0.096, 0.061, 0.061, 0.090, 0.101, 0.065, -0.114, -0.248, -0.166, -0.228, 0.197, 0.050, 0.047, 0.088, 0.108, 0.092, 0.122



Entry 2:
Below is a structure of composition C6H15NO at a distorted geometry, with properties calculated with ωB97M-V/def2-TZVPD.

Structure (ORCA input):
```
! wB97M-V def2-TZVPD RIJCOSX def2/J DEFGRID3
* xyz 0 1
C -0.408 0.741 -0.447
C -0.873 -0.582 -0.276
C 1.930 -1.398 -0.728
C 1.288 -1.198 1.596
C -0.229 1.747 0.645
C -2.568 0.707 -0.692
N 0.946 -0.965 0.222
O 0.060 1.062 -1.673
H 0.580 1.874 -1.635
H -0.955 -1.213 -1.147
H -1.327 -0.877 0.655
H 2.912 -0.918 -0.572
H 1.606 -1.163 -1.746
H 2.105 -2.489 -0.689
H 2.200 -0.661 1.910
H 1.455 -2.268 1.818
H 0.478 -0.866 2.257
H -0.641 1.382 1.583
H -0.733 2.683 0.383
H 0.832 1.956 0.787
H -3.180 -0.122 -1.043
H -2.533 1.475 -1.463
H -2.944 1.096 0.253
*
```

Computed properties:
Total energy = -367.41015 Ha
Energy relative to the best compared isomer or geometry (same formula, charge and spin) = 580.6 kJ/mol
LUMO energy = 0.02344 Eh

From a natural (NBO) analysis of the wavefunction, the atomic charges in e read: 0.525, -0.223, -0.411, -0.408, -0.694, -0.761, -0.615, -0.679, 0.487, 0.241, 0.233, 0.164, 0.191, 0.153, 0.165, 0.157, 0.175, 0.241, 0.226, 0.239, 0.207, 0.198, 0.188



Entry 3:
Below is a cluster of 2 separate species, C15H25F3NO6S2 in total at a distorted geometry, with properties calculated with ωB97M-V/def2-TZVPD.

Structure (ORCA input):
```
! wB97M-V def2-TZVPD RIJCOSX def2/J DEFGRID3
* xyz 1 1
O 1.167 -0.935 1.485
S 1.525 0.324 0.651
O 1.934 1.562 1.490
O 2.887 -0.130 -0.330
C 0.119 0.645 -0.566
C -0.136 -0.761 -1.370
C -1.668 -1.339 -1.296
C -2.382 -1.237 0.177
N -3.850 -1.661 -0.037
C -4.261 -3.007 0.553
C -5.774 -3.624 0.409
C -6.896 -2.758 -0.421
C -6.398 -1.282 -1.008
C -4.831 -0.740 -0.794
C -4.433 0.730 -1.399
C -5.626 1.853 -1.346
C -5.676 2.715 0.051
F -6.431 1.951 1.103
F -6.354 4.038 -0.220
F -4.349 3.055 0.617
H 2.947 0.512 -1.120
H 0.538 1.449 -1.342
H -0.834 1.129 -0.090
H 0.074 -0.527 -2.521
H 0.643 -1.590 -1.072
H -1.595 -2.504 -1.548
H -2.283 -0.867 -2.179
H -1.909 -2.015 0.949
H -2.433 -0.162 0.634
H -3.477 -3.665 1.159
H -6.058 -4.670 0.891
H -8.017 -3.120 -0.615
H -7.218 -0.669 -1.598
H -4.145 0.554 -2.543
H -3.469 1.163 -0.873
H -6.703 1.450 -1.568
H -5.379 2.641 -2.208
O 6.604 2.554 0.339
S 6.622 1.614 1.437
O 7.311 1.902 2.680
O 7.122 0.165 0.885
C 8.379 0.085 0.227
C 9.531 0.187 1.207
C 4.954 1.155 1.827
H 8.453 0.849 -0.555
H 8.419 -0.891 -0.270
H 9.565 1.174 1.677
H 10.489 0.024 0.703
H 9.422 -0.550 2.011
H 4.430 0.903 0.905
H 4.476 2.012 2.308
H 4.972 0.307 2.514
*
```

Computed properties:
Total energy = -2188.02887 Ha
LUMO energy = -0.19194 Eh

From a natural (NBO) analysis of the wavefunction, the atomic charges in e read: -0.874, 2.122, -0.844, -0.843, -0.639, -0.442, -0.430, -0.232, -0.363, 0.071, -0.223, -0.109, -0.226, 0.297, -0.484, -0.490, 0.994, -0.343, -0.332, -0.340, 0.506, 0.264, 0.267, 0.240, 0.272, 0.246, 0.224, 0.268, 0.238, 0.279, 0.289, 0.287, 0.270, 0.274, 0.265, 0.265, 0.282, -0.932, 2.346, -0.919, -0.716, -0.078, -0.642, -0.879, 0.193, 0.193, 0.230, 0.218, 0.217, 0.247, 0.264, 0.255



Among the records above, which one has the highest total energy?
C6H15NO



Copy entry 3 word for word.
Below is a cluster of 2 separate species, C15H25F3NO6S2 in total at a distorted geometry, with properties calculated with ωB97M-V/def2-TZVPD.

Structure (ORCA input):
```
! wB97M-V def2-TZVPD RIJCOSX def2/J DEFGRID3
* xyz 1 1
O 1.167 -0.935 1.485
S 1.525 0.324 0.651
O 1.934 1.562 1.490
O 2.887 -0.130 -0.330
C 0.119 0.645 -0.566
C -0.136 -0.761 -1.370
C -1.668 -1.339 -1.296
C -2.382 -1.237 0.177
N -3.850 -1.661 -0.037
C -4.261 -3.007 0.553
C -5.774 -3.624 0.409
C -6.896 -2.758 -0.421
C -6.398 -1.282 -1.008
C -4.831 -0.740 -0.794
C -4.433 0.730 -1.399
C -5.626 1.853 -1.346
C -5.676 2.715 0.051
F -6.431 1.951 1.103
F -6.354 4.038 -0.220
F -4.349 3.055 0.617
H 2.947 0.512 -1.120
H 0.538 1.449 -1.342
H -0.834 1.129 -0.090
H 0.074 -0.527 -2.521
H 0.643 -1.590 -1.072
H -1.595 -2.504 -1.548
H -2.283 -0.867 -2.179
H -1.909 -2.015 0.949
H -2.433 -0.162 0.634
H -3.477 -3.665 1.159
H -6.058 -4.670 0.891
H -8.017 -3.120 -0.615
H -7.218 -0.669 -1.598
H -4.145 0.554 -2.543
H -3.469 1.163 -0.873
H -6.703 1.450 -1.568
H -5.379 2.641 -2.208
O 6.604 2.554 0.339
S 6.622 1.614 1.437
O 7.311 1.902 2.680
O 7.122 0.165 0.885
C 8.379 0.085 0.227
C 9.531 0.187 1.207
C 4.954 1.155 1.827
H 8.453 0.849 -0.555
H 8.419 -0.891 -0.270
H 9.565 1.174 1.677
H 10.489 0.024 0.703
H 9.422 -0.550 2.011
H 4.430 0.903 0.905
H 4.476 2.012 2.308
H 4.972 0.307 2.514
*
```

Computed properties:
Total energy = -2188.02887 Ha
LUMO energy = -0.19194 Eh

From a natural (NBO) analysis of the wavefunction, the atomic charges in e read: -0.874, 2.122, -0.844, -0.843, -0.639, -0.442, -0.430, -0.232, -0.363, 0.071, -0.223, -0.109, -0.226, 0.297, -0.484, -0.490, 0.994, -0.343, -0.332, -0.340, 0.506, 0.264, 0.267, 0.240, 0.272, 0.246, 0.224, 0.268, 0.238, 0.279, 0.289, 0.287, 0.270, 0.274, 0.265, 0.265, 0.282, -0.932, 2.346, -0.919, -0.716, -0.078, -0.642, -0.879, 0.193, 0.193, 0.230, 0.218, 0.217, 0.247, 0.264, 0.255



Which value of LUMO energy does entry 3 give?
-0.19194 Eh